No. 1
A cluster of 2 separate species, C2H5FS in total, computed with ωB97M-V with the def2-TZVPD basis set.

As for the energy above the lowest of the compared OMol25 structures with the same formula, charge and spin: 20.5 kcal per mole. The calculation puts the gap between HOMO and LUMO at 10.9 eV. As for the SMILES: C=CF.S. The lowest unoccupied orbital energy is 0.03532 Ha. The calculation puts the HOMO energy at -9.939 eV.

The geometry in XYZ format:
```
9
C2H5FS | the OMol25 dataset | ωB97M-V with the def2-TZVPD basis set
C -0.700 2.155 1.049
C -0.566 1.373 0.034
F -1.161 1.668 -1.135
S -0.432 -2.558 -0.643
H -0.243 2.009 1.996
H -0.332 -1.420 -1.288
H -1.478 2.911 1.045
H 0.095 0.542 -0.033
H -1.555 -2.175 -0.221
```

Results of the natural (NBO) charge analysis, in e, for atoms 1 through 2: C -0.490; C 0.234

No. 2
The molecule C2H5FS, computed with ωB97M-V with the def2-TZVPD basis set.

As for the energy above the lowest of the compared OMol25 structures with the same formula, charge and spin: 7.8 kcal per mole. The calculation puts the gap between HOMO and LUMO at 10.5 eV. As for the SMILES: C[C@H](F)S. The lowest unoccupied orbital energy is 0.03714 Ha. The calculation puts the HOMO energy at -9.453 eV.

The geometry in XYZ format:
```
9
C2H5FS | the OMol25 dataset | ωB97M-V with the def2-TZVPD basis set
C -0.689 -0.761 0.120
C 0.213 0.293 -0.503
F 1.370 -0.164 -0.849
S 0.536 1.809 0.494
H -0.273 -1.063 0.986
H -0.679 -1.663 -0.406
H -1.617 -0.307 0.389
H -0.309 0.591 -1.478
H 1.448 1.266 1.246
```

Results of the natural (NBO) charge analysis, in e, for atoms 1 through 2: C -0.653; C 0.130

No. 3
A structure of composition C2H5FeO, computed with ωB97M-V with the def2-TZVPD basis set.

As for the expectation value of S²: 8.76. The calculation puts the gap between HOMO and LUMO (spin up / spin down) at 7.9 / 9.1 eV. Its multiplicity is 6. The lowest unoccupied orbital energy (spin up / spin down) is 0.01867 / -0.02818 Ha. The calculation puts the HOMO energy (spin up / spin down) at -7.357 / -9.869 eV.

The geometry in XYZ format:
```
9
C2H5FeO | the OMol25 dataset | ωB97M-V with the def2-TZVPD basis set
C 0.071 -0.623 0.034
C -0.914 0.547 0.031
H -0.237 -1.341 0.824
H 0.017 -1.129 -0.953
H -1.541 0.524 0.935
H -1.545 0.543 -0.871
Fe 3.014 0.162 -0.379
O 1.344 -0.126 0.290
H -0.210 1.442 0.089
```

Results of the natural (NBO) charge analysis, in e, for atoms 1 through 2: C -0.054; C -0.639

No. 4
A structure of composition C2H5GaO3, computed with ωB97M-V with the def2-TZVPD basis set.

The charge is +2. The calculation puts the gap between HOMO and LUMO at 7.2 eV. The lowest unoccupied orbital energy is -0.49865 Ha. The calculation puts the HOMO energy at -20.809 eV.

The geometry in XYZ format:
```
11
C2H5GaO3 | the OMol25 dataset | ωB97M-V with the def2-TZVPD basis set
H -0.993 0.536 2.168
O 0.754 0.939 1.155
O 1.395 -0.265 1.629
C -0.618 0.874 1.193
H -0.990 1.879 0.957
Ga 1.876 -0.170 -0.062
O 1.012 -0.721 -1.467
C -0.211 -0.852 -1.743
H -0.520 -0.711 -2.792
H -0.746 -1.652 -1.201
H -0.960 0.143 0.162
```

Results of the Mulliken charge analysis, in e, for atoms 1 through 2: H 0.299; O 0.013

Taking the records one at a time from the top gives molecular weight values of 80.1, 80.1, 100.9, 146.8 g mol⁻¹.